Record 1
DFT (ωB97M-V with the def2-TZVPD basis set) results for a molecular structure, C21H45BBrClINO11Si2.

XYZ file:
```
84
Properties=species:S:1:pos:R:3:mulliken_charge:R:1
C 3.69 -1.59 -1.50 -1.056
C 3.64 -1.24 -3.00 -0.349
C 2.21 -1.16 -3.61 -0.809
I 2.15 -2.17 -5.52 0.000
Si 1.71 0.63 -3.96 0.226
O 2.67 1.22 -5.16 -0.746
O 0.17 0.79 -4.60 -0.337
Si -1.25 0.23 -4.06 0.654
Cl -1.37 -1.81 -4.21 -0.324
Br -1.42 0.66 -1.88 -0.130
C -2.63 1.05 -4.97 -0.723
C -3.89 0.19 -5.10 -1.142
N -4.34 -0.26 -3.77 0.609
C -5.19 -1.47 -3.84 -0.464
C -5.19 -2.37 -2.61 -1.230
C -4.86 0.80 -3.00 0.304
C -5.02 0.56 -1.52 -1.029
O -5.11 1.88 -3.49 -0.622
B 1.87 1.86 -2.35 0.757
O 1.22 3.10 -2.36 -0.596
O 2.65 1.52 -1.28 -0.364
H 3.75 -0.71 -0.85 0.183
H 2.82 -2.18 -1.19 0.317
H 4.58 -2.19 -1.30 0.325
H 4.18 -0.29 -3.16 0.140
H 4.20 -2.00 -3.54 0.527
H 1.52 -1.69 -2.96 0.674
H 3.61 1.05 -5.03 0.317
H -2.86 1.99 -4.47 0.426
H -2.24 1.31 -5.97 0.510
H -3.67 -0.70 -5.69 0.566
H -4.67 0.76 -5.62 0.316
H -4.78 -2.05 -4.68 0.403
H -6.21 -1.19 -4.12 0.322
H -4.18 -2.44 -2.19 0.258
H -5.53 -3.37 -2.89 0.414
H -5.87 -2.02 -1.83 0.314
H -6.08 0.53 -1.27 0.396
H -4.55 -0.36 -1.19 0.300
H -4.54 1.40 -1.00 0.102
H 0.29 3.03 -2.09 0.298
H 2.46 2.07 -0.51 0.271
O -3.08 0.37 1.15 -0.515
C -3.34 1.15 2.03 0.763
O -3.83 0.67 3.18 -0.343
C -3.90 1.45 4.38 -0.364
C -5.16 2.29 4.47 -1.170
C -3.14 2.64 1.86 -1.074
H -3.00 2.06 4.47 0.359
H -3.87 0.72 5.18 0.371
H -5.22 3.02 3.68 0.298
H -5.19 2.81 5.43 0.370
H -6.04 1.64 4.40 0.317
H -4.02 3.04 1.36 0.285
H -2.28 2.79 1.21 0.269
H -2.98 3.19 2.78 0.428
O 3.94 -1.71 1.69 -0.496
C 5.05 -1.48 2.08 0.855
O 5.89 -0.82 1.25 -0.250
C 7.19 -0.37 1.65 -0.475
C 8.24 -1.45 1.51 -1.018
C 5.56 -1.96 3.42 -1.212
H 7.16 0.04 2.67 0.380
H 7.40 0.46 0.98 0.342
H 8.04 -2.30 2.16 0.270
H 9.22 -1.05 1.76 0.386
H 8.26 -1.81 0.48 0.294
H 5.89 -3.00 3.30 0.289
H 4.73 -1.96 4.12 0.282
H 6.37 -1.38 3.84 0.369
O -1.05 -0.47 6.27 -0.577
C -0.31 -0.52 5.33 0.729
O 0.73 0.34 5.29 -0.391
C 1.74 0.26 4.27 -0.495
C 1.34 0.98 3.01 -0.689
C -0.57 -1.45 4.16 -0.601
H 2.00 -0.78 4.08 0.328
H 2.61 0.73 4.72 0.354
H 0.46 0.53 2.54 0.205
H 2.15 0.96 2.28 0.206
H 1.10 2.03 3.23 0.349
H -1.29 -0.97 3.49 -0.025
H -1.03 -2.35 4.55 0.322
H 0.31 -1.72 3.58 0.268
```

Output
HOMO = -8.8 eV
multiplicity = 1
M = 796.83 Da
charge = 0
DFT total energy = -5645.6941 Eh
ΔE to the lowest compared entry with this formula, charge and spin = 0.000 eV
LUMO level = 0.297 eV

---

Record 2
DFT (ωB97M-V with the def2-TZVPD basis set) results for a molecular structure, C22H25ClEuNO at a distorted geometry.

XYZ file:
```
51
Properties=species:S:1:pos:R:3:mulliken_charge:R:1
C -0.73 1.21 3.56 -0.449
C -0.05 1.79 2.46 -0.840
C -0.89 1.73 1.31 0.044
H 0.92 2.29 2.49 0.479
C -2.13 1.11 1.71 -0.362
C -2.01 0.79 3.11 -1.059
H -3.02 1.00 1.08 0.404
C 2.29 -1.67 3.19 -0.978
C 2.40 -0.25 2.97 -0.535
C 2.52 -0.02 1.58 -0.891
H 2.43 0.50 3.74 0.494
C 2.47 -1.27 0.91 0.263
C 2.34 -2.31 1.91 -0.947
H -0.68 2.18 0.33 0.328
H -2.82 0.39 3.73 0.398
H -0.39 1.22 4.59 0.396
H 2.29 -3.39 1.71 0.212
H 2.62 0.95 1.09 0.383
H 2.22 -2.17 4.15 0.397
Eu -0.75 -1.42 1.59 0.955
C 2.17 -1.48 -0.58 3.095
C 2.56 -2.91 -1.01 -1.871
C 2.63 -0.35 -1.44 -2.013
H 3.64 -3.04 -0.76 0.442
H 2.43 -3.05 -2.07 0.422
H 2.02 -3.72 -0.48 0.292
H 3.70 -0.26 -1.31 0.466
H 2.11 0.56 -1.14 0.271
H 2.36 -0.58 -2.47 0.443
C 0.62 -1.39 -0.58 0.079
C -0.52 -2.04 -1.40 -0.753
H 0.32 -0.32 -0.29 0.058
H 0.61 -2.26 0.19 0.124
O -1.15 -3.03 -0.81 -0.565
N -1.01 -1.24 -2.47 -0.090
C -2.18 -0.44 -1.97 -0.654
H -1.25 -1.78 -3.30 0.319
C -2.04 1.07 -2.08 0.684
C -3.07 1.94 -1.66 -0.259
H -4.01 1.50 -1.28 0.340
C -2.89 3.33 -1.75 -0.519
H -3.71 3.98 -1.42 0.341
C -1.71 3.86 -2.28 -0.538
H -1.61 4.94 -2.35 0.381
C -0.71 2.99 -2.71 -0.603
H 0.18 3.41 -3.16 0.400
C -0.87 1.61 -2.61 -0.284
H -0.10 0.93 -2.98 0.372
H -2.30 -0.72 -0.90 0.026
H -3.12 -0.78 -2.46 0.535
Cl -2.08 -3.38 2.29 -0.634
```

Output
HOMO (alpha / beta) = -3.6 / -3.6 eV
multiplicity = 8
M = 506.87 Da
charge = -1
DFT total energy = -2153.8173 Eh
ΔE to the lowest compared entry with this formula, charge and spin = 2.754 eV
LUMO level (alpha / beta) = 2.431 / 2.429 eV

---

Record 3
DFT (ωB97M-V with the def2-TZVPD basis set) results for a molecular structure, C12H33FInN3O3 at a distorted geometry.

XYZ file:
```
53
Properties=species:S:1:pos:R:3:mulliken_charge:R:1
In -24.53 20.51 -11.88 1.558
F -25.30 19.48 -9.29 -0.551
C -29.53 21.08 -12.48 -1.383
C -28.08 21.08 -12.10 0.008
C -27.79 22.10 -11.00 -0.783
O -26.43 22.41 -10.86 -0.151
C -26.10 23.69 -10.31 -0.810
N -27.44 19.79 -11.88 -0.268
H -30.06 20.79 -11.56 0.367
H -29.64 20.23 -13.16 0.381
H -29.92 21.98 -12.94 0.416
H -27.39 21.54 -12.82 0.188
H -28.14 21.76 -10.02 0.437
H -28.34 23.02 -11.22 0.476
H -26.58 24.42 -10.96 0.344
H -25.04 23.94 -10.26 0.274
H -26.50 23.78 -9.29 0.310
H -27.69 19.04 -12.52 0.283
H -27.72 19.37 -11.00 0.234
C -19.58 20.22 -12.29 -1.499
C -21.02 19.75 -12.07 0.432
C -21.28 18.69 -10.94 -0.865
O -22.64 18.48 -11.01 0.092
C -23.02 17.25 -10.37 -0.868
N -21.82 20.96 -11.81 -0.260
H -18.97 19.36 -12.56 0.411
H -19.17 20.79 -11.45 0.412
H -19.53 20.90 -13.14 0.422
H -21.37 19.20 -12.94 -0.134
H -20.89 19.13 -10.01 0.374
H -20.70 17.77 -11.09 0.422
H -22.36 16.46 -10.73 0.467
H -24.02 17.03 -10.74 0.109
H -23.08 17.25 -9.28 0.244
H -21.36 21.37 -11.00 0.316
H -21.78 21.56 -12.62 0.315
C -24.81 15.77 -14.03 -1.612
C -24.30 17.13 -13.60 0.778
C -23.70 17.96 -14.72 -1.248
O -23.21 19.19 -14.18 0.018
C -22.45 20.02 -15.07 -0.825
N -25.34 17.91 -12.93 -0.307
H -24.70 14.99 -13.26 0.429
H -24.22 15.35 -14.85 0.410
H -25.85 15.71 -14.36 0.367
H -23.51 16.92 -12.88 -0.172
H -24.30 18.20 -15.61 0.395
H -22.86 17.46 -15.20 0.510
H -23.19 20.45 -15.76 0.299
H -21.69 19.54 -15.69 0.306
H -21.99 20.81 -14.49 0.270
H -26.17 17.97 -13.51 0.341
H -25.67 17.27 -12.21 0.321
```

Output
HOMO = -16.3 eV
multiplicity = 1
M = 401.23 Da
charge = +2
DFT total energy = -1156.2124 Eh
ΔE to the lowest compared entry with this formula, charge and spin = 0.196 eV
LUMO level = -11.047 eV

---

Record 4
DFT (ωB97M-V with the def2-TZVPD basis set) results for 9 unconnected molecules or ions with the total composition C32H70F18N5O8P2S2 at a distorted geometry.

XYZ file:
```
137
Properties=species:S:1:pos:R:3:mulliken_charge:R:1
C 3.27 -4.55 -4.00 -0.832
C 2.67 -5.87 -3.54 0.613
O 3.10 -6.51 -2.64 -0.461
N 1.53 -6.35 -4.48 0.089
H 1.11 -5.54 -4.91 0.231
H 1.98 -6.91 -5.19 0.394
C 0.54 -7.37 -3.80 -0.831
H 2.98 -3.77 -3.29 0.078
H 3.06 -4.32 -5.04 0.367
H 4.34 -4.65 -3.81 0.382
H -0.01 -6.85 -3.02 0.261
H 1.11 -8.21 -3.41 0.380
H 0.00 -7.73 -4.67 0.391
C -5.49 0.91 4.13 -0.942
C -5.55 0.97 2.62 0.412
O -4.72 0.33 1.87 -0.397
N -6.86 1.55 1.96 -0.210
H -7.58 0.86 2.10 0.381
H -7.24 2.30 2.52 0.409
C -6.79 1.87 0.45 -0.676
H -4.44 0.92 4.41 0.290
H -5.81 -0.11 4.35 0.353
H -6.06 1.59 4.76 0.416
H -7.75 2.32 0.20 0.368
H -6.68 0.95 -0.12 0.313
H -5.99 2.59 0.25 0.265
C 1.24 -4.13 -0.48 -1.153
C 1.06 -2.64 -0.05 0.470
C -0.23 -1.92 -0.68 -0.339
N -0.07 -0.34 -0.66 0.499
C 0.96 0.10 -1.75 -1.225
C 0.23 0.33 0.71 0.285
C -1.06 1.18 1.16 -0.679
C -2.18 0.59 0.26 -0.270
C -1.51 0.22 -1.09 0.147
H 0.35 -4.74 -0.62 0.478
H 1.86 -4.65 0.26 0.450
H 1.83 -4.35 -1.37 -0.178
H 1.97 -2.12 -0.34 0.226
H 1.11 -2.63 1.04 -0.580
H -1.18 -2.05 -0.17 0.538
H -0.41 -2.31 -1.68 0.222
H 0.81 -0.34 -2.74 0.086
H 1.94 -0.08 -1.30 0.469
H 0.88 1.19 -1.70 0.574
H 1.11 0.95 0.54 0.352
H 0.62 -0.33 1.49 -0.629
H -0.96 2.25 0.99 0.233
H -1.14 1.18 2.25 0.405
H -2.93 1.35 0.04 0.520
H -2.66 -0.25 0.76 0.339
H -1.30 1.10 -1.70 -0.439
H -2.01 -0.55 -1.68 0.312
C 6.26 0.68 3.54 -1.341
C 4.75 0.41 3.80 -0.033
C 4.58 -0.57 4.99 -0.740
N 3.17 -1.14 5.13 0.386
C 2.16 0.02 5.52 -1.008
C 3.05 -2.16 6.30 -0.658
C 3.60 -3.53 5.74 -0.682
C 3.49 -3.40 4.17 -0.701
C 2.73 -2.06 3.95 0.404
H 6.83 1.27 4.26 0.352
H 6.21 1.25 2.62 0.385
H 6.70 -0.31 3.37 0.343
H 4.39 0.00 2.86 0.097
H 4.14 1.30 3.93 0.344
H 4.83 -0.11 5.95 0.416
H 5.16 -1.50 4.97 0.442
H 1.18 -0.40 5.72 0.356
H 2.21 0.72 4.69 0.319
H 2.51 0.44 6.46 0.356
H 2.02 -2.16 6.66 0.425
H 3.51 -1.80 7.22 0.430
H 2.90 -4.31 6.03 0.375
H 4.65 -3.80 5.85 0.376
H 2.89 -4.26 3.86 0.476
H 4.41 -3.52 3.59 0.265
H 1.65 -2.14 3.96 -0.754
H 2.90 -1.57 3.00 0.299
C -5.11 7.67 0.13 -1.328
C -3.91 6.75 -0.08 0.056
C -3.53 6.80 -1.64 -1.191
N -2.37 5.84 -1.99 0.658
C -2.72 4.33 -1.72 -1.320
C -2.20 6.00 -3.54 -0.335
C -0.97 6.88 -3.73 -0.519
C -0.02 6.31 -2.62 -0.477
C -0.98 6.30 -1.39 -0.604
H -5.91 7.35 -0.53 0.335
H -5.05 8.75 0.00 0.349
H -5.43 7.82 1.16 0.373
H -3.94 5.70 0.23 0.150
H -2.99 7.17 0.34 0.286
H -3.25 7.81 -1.92 0.404
H -4.43 6.54 -2.20 0.566
H -1.83 3.77 -2.02 0.549
H -3.61 4.03 -2.27 0.276
H -2.90 4.12 -0.67 0.351
H -2.10 5.04 -4.05 0.091
H -3.12 6.45 -3.92 0.335
H -0.39 6.75 -4.64 0.424
H -1.20 7.90 -3.45 0.280
H 0.41 5.36 -2.93 0.077
H 0.87 6.92 -2.46 0.475
H -0.89 5.55 -0.61 0.369
H -1.04 7.25 -0.86 0.391
C 5.32 -2.96 -0.57 0.454
F 5.98 -1.81 -0.88 -0.239
F 4.14 -2.63 -0.02 -0.211
F 5.16 -3.81 -1.58 -0.163
S 6.48 -3.80 0.84 1.019
O 5.76 -4.89 1.49 -0.632
O 7.70 -4.17 0.10 -0.659
O 6.75 -2.64 1.74 -0.615
C -0.80 -2.07 -5.05 0.572
F -1.03 -1.61 -6.27 -0.213
F 0.44 -1.78 -4.67 -0.217
F -1.71 -1.38 -4.24 -0.232
S -1.07 -4.02 -5.00 1.198
O 0.26 -4.49 -5.49 -0.853
O -1.21 -4.42 -3.63 -0.658
O -2.14 -4.30 -5.90 -0.643
P -1.37 -2.88 3.57 1.351
F -1.56 -3.30 1.97 -0.374
F -2.36 -1.61 3.40 -0.436
F -2.55 -4.02 3.91 -0.375
F -1.10 -2.45 5.09 -0.384
F -0.31 -4.08 3.83 -0.351
F -0.27 -1.79 3.05 -0.398
P -1.17 2.39 -5.10 1.403
F -2.58 2.62 -4.37 -0.356
F -0.60 3.32 -3.93 -0.440
F -0.86 1.07 -4.21 -0.474
F 0.42 2.35 -5.58 -0.437
F -1.70 1.43 -6.34 -0.353
F -1.38 3.77 -6.08 -0.387
```

Output
HOMO = -9.2 eV
multiplicity = 1
M = 1120.99 Da
charge = +1
DFT total energy = -5413.5942 Eh
LUMO level = -4.739 eV